25
Properties=species:S:1:pos:R:3 method="wB97M-V/def2-TZVPD" lumo_energy_ev="-6.56 / -11.44" largest_force_ha_per_bohr=0.0128 spin_multiplicity=2 s_squared=0.75 homo_lumo_gap_ev="12.30 / 7.39" relative_energy_kj_mol=30.71 total_charge=+2 homo_energy_ev="-18.86 / -18.83"
Ag 16.76 -12.18 -6.87
O 17.55 -10.48 -8.33
H 18.02 -10.44 -9.17
H 17.37 -9.57 -8.07
O 17.87 -14.13 -6.73
H 18.67 -14.22 -6.20
H 17.59 -15.00 -7.03
O 19.00 -11.50 -6.14
H 19.42 -10.83 -6.69
H 19.62 -11.68 -5.42
O 16.76 -12.63 -4.37
H 16.54 -12.09 -3.60
H 17.13 -13.44 -4.00
O 16.76 -13.39 -9.17
H 16.13 -12.90 -9.72
H 17.38 -13.76 -9.81
O 14.61 -11.18 -7.93
H 14.48 -11.32 -8.87
H 13.84 -10.65 -7.68
O 14.95 -13.53 -6.36
H 14.53 -13.26 -5.54
H 14.62 -14.41 -6.58
O 16.16 -10.16 -5.82
H 15.51 -9.52 -6.16
H 16.42 -9.84 -4.95

=====

33
Properties=species:S:1:pos:R:3 method="wB97M-V/def2-TZVPD" lumo_energy_ev=4.92 largest_force_ha_per_bohr=0.2747 homo_lumo_gap_ev=3.51 relative_energy_kj_mol=14.38 total_charge=-2 homo_energy_ev=1.41
Ag 1.16 -7.26 6.14
P 1.18 -10.12 6.48
O 0.98 -8.91 7.50
O 0.02 -9.29 6.10
O 2.35 -9.20 6.38
O 1.08 -10.66 7.87
O -2.06 -7.98 6.41
H -2.63 -8.38 5.74
H -1.23 -8.56 6.36
O 3.13 -9.03 3.97
H 2.81 -9.03 4.91
H 2.44 -9.51 3.51
O 0.49 -6.94 8.52
H 0.74 -7.91 8.14
H 0.75 -7.07 9.44
O 3.02 -4.11 6.26
H 3.67 -3.59 5.83
H 3.20 -5.06 6.14
O 0.80 -4.16 8.01
H 1.44 -3.83 7.36
H 0.74 -5.09 7.87
O 0.19 -5.20 5.62
H -0.75 -5.11 5.26
H 0.31 -4.59 6.36
O 2.98 -6.81 7.45
H 2.27 -6.89 8.11
H 2.94 -7.73 7.11
O -0.23 -7.81 4.01
H -0.21 -8.38 4.81
H -0.75 -8.35 3.34
O 2.70 -8.80 9.10
H 2.53 -9.71 9.40
H 2.04 -8.95 8.30

=====

16
Properties=species:S:1:pos:R:3 method="wB97M-V/def2-TZVPD" lumo_energy_ev="2.35 / 2.37" largest_force_ha_per_bohr=0.0576 spin_multiplicity=2 s_squared=0.76 homo_lumo_gap_ev="4.81 / 4.60" total_charge=-1 homo_energy_ev="-2.46 / -2.23"
Ag 0.33 0.13 0.41
O -0.30 -0.61 2.33
H -0.10 -1.55 2.44
O 1.62 1.64 1.64
H 1.57 2.58 1.87
O 2.27 -0.85 0.12
H 2.06 -1.62 -0.43
O -1.98 0.77 0.51
H -2.46 0.46 1.28
H -2.53 0.57 -0.25
O 0.28 1.25 -1.62
H -0.39 1.10 -2.29
H 0.89 1.89 -1.99
O -0.34 -1.77 -0.98
H 0.25 -2.28 -1.54
H -1.16 -1.71 -1.49

=====

42
Properties=species:S:1:pos:R:3 method="wB97M-V/def2-TZVPD" lumo_energy_ev=-7.97 largest_force_ha_per_bohr=0.2637 homo_lumo_gap_ev=1.41 total_charge=+1 homo_energy_ev=-9.39
Al 12.21 5.45 14.71
Al 6.15 10.07 12.51
Al 15.02 5.26 8.32
Al 13.09 7.68 7.02
Zn 8.46 11.56 14.53
S 11.50 11.72 12.09
O 12.55 10.63 11.99
O 9.74 13.52 13.96
O 10.63 12.24 11.12
O 9.51 9.81 14.48
S 6.09 12.25 13.98
O 6.81 12.51 15.19
O 7.35 11.64 13.06
O 5.34 11.00 13.83
O 5.47 13.38 13.26
S 12.70 12.98 6.96
O 12.13 12.92 8.29
O 12.13 13.89 6.10
O 13.93 12.27 6.72
O 16.63 5.85 8.03
N 5.38 3.00 13.14
O 5.02 3.89 13.69
O 12.52 8.72 5.50
O 10.53 5.15 15.44
N 6.95 8.83 4.63
O 8.15 8.63 5.03
O 6.24 8.36 12.33
O 6.61 10.01 4.64
N 9.46 15.73 17.72
O 10.58 15.89 17.42
O 5.54 7.87 4.51
O 13.17 4.82 13.81
N 8.58 8.63 9.98
O 15.19 4.12 9.84
O 9.09 8.86 11.04
O 8.46 8.70 8.87
N 4.20 15.21 6.29
O 13.39 6.75 8.52
O 14.46 7.30 6.41
O 4.41 14.28 6.63
Br 13.62 6.48 16.77
Br 5.06 10.96 10.75

=====

15
Properties=species:S:1:pos:R:3 method="wB97M-V/def2-TZVPD" lumo_energy_ev=-14.00 largest_force_ha_per_bohr=0.1957 homo_lumo_gap_ev=2.92 relative_energy_kj_mol=0.00 total_charge=+1 homo_energy_ev=-16.91
Al -1.76 6.87 19.52
As -3.68 5.53 16.67
F -2.59 4.09 16.69
F -4.62 4.80 15.30
F -4.59 7.08 16.65
F -2.57 6.22 17.96
F -2.63 6.16 15.43
F -4.70 4.86 17.98
As -2.30 5.20 22.75
F -2.34 5.76 21.03
F -2.94 3.64 22.14
F -2.43 4.66 24.48
F -1.83 6.87 23.31
F -4.03 5.72 22.93
F -0.64 4.52 22.59

=====

27
Properties=species:S:1:pos:R:3 method="wB97M-V/def2-TZVPD" lumo_energy_ev=-15.44 largest_force_ha_per_bohr=0.0487 homo_lumo_gap_ev=2.92 relative_energy_kj_mol=246.93 total_charge=+2 homo_energy_ev=-18.36
Al 1.15 1.26 3.19
B -0.24 0.57 0.38
H -0.92 0.86 1.28
H -0.51 1.12 -0.58
H 0.83 0.85 0.69
H -0.38 -0.56 0.16
O 1.72 -2.47 -0.77
H 0.81 -2.41 -0.46
H 1.67 -3.04 -1.55
O 0.85 -1.77 2.40
H 0.24 -2.02 1.69
H 1.69 -2.20 2.18
O -1.61 -0.33 -2.16
H -1.08 0.02 -1.41
H -1.75 0.43 -2.75
O -2.61 2.77 0.39
H -3.40 2.58 0.94
H -2.12 1.94 0.34
O 3.73 -0.20 -0.68
H 3.08 0.38 -1.10
H 3.28 -1.04 -0.53
O -2.68 -1.28 1.25
H -3.41 -0.76 0.87
H -1.87 -0.88 0.90
O 1.37 2.40 -1.47
H 1.41 1.88 -2.30
H 0.73 1.92 -0.89